Record 1
C9H9NO3 | ωB97M-V with the def2-TZVPD basis set

```
22
Properties=species:S:1:pos:R:3:nbo_charge:R:1
C -2.126 -1.523 -0.335 -0.179
C -1.845 -0.403 -1.101 -0.229
C -1.162 -2.037 0.519 -0.209
C -0.611 0.211 -1.014 -0.118
C 0.085 -1.451 0.592 -0.149
C 0.376 -0.316 -0.173 -0.232
C 2.998 -0.940 -0.267 -0.234
C 1.702 0.248 -0.131 0.537
C 1.173 2.502 0.329 -0.267
N 4.281 -0.522 -0.164 0.442
O 4.545 0.658 0.056 -0.447
O 5.138 -1.407 -0.266 -0.453
O 2.079 1.470 -0.018 -0.412
H -3.093 -2.000 -0.404 0.222
H -2.589 -0.009 -1.779 0.222
H -1.378 -2.906 1.124 0.225
H -0.391 1.068 -1.635 0.209
H 0.842 -1.843 1.253 0.238
H 2.727 -1.938 -0.533 0.220
H 0.198 2.112 0.631 0.197
H 1.063 3.175 -0.524 0.202
H 1.628 3.053 1.156 0.214
```

Summary:
**SMILES**: CO/C(=C\[N+](=O)[O-])c1ccccc1
**HOMO energy (alpha / beta)**: -0.3019 / -0.3018 hartree
**Energy above the lowest of the compared OMol25 structures with the same formula, charge and spin**: 114.77 kcal/mol
**Lowest unoccupied orbital energy (alpha / beta)**: -0.8 / -0.8 eV
**Total energy**: -628.61135 a.u.



Record 2
C34H24I2N5O7V | ωB97M-V with the def2-TZVPD basis set

```
73
Properties=species:S:1:pos:R:3:lowdin_spin:R:1
V -0.677 0.268 -1.134 1.955
N -2.245 1.059 0.230 0.001
C -1.884 2.404 0.586 0.003
C -1.690 2.721 1.920 -0.001
C -1.238 3.983 2.279 0.002
C -0.992 4.924 1.292 -0.001
C -1.204 4.599 -0.040 0.002
C -1.650 3.339 -0.428 0.000
C -1.863 2.999 -1.864 0.000
C -2.434 3.961 -2.697 -0.003
C -2.670 3.691 -4.036 0.008
C -2.352 2.441 -4.548 -0.003
C -1.785 1.487 -3.716 0.002
C -1.512 1.736 -2.371 -0.046
H -3.081 1.033 -0.349 0.002
H -2.399 0.494 1.057 0.002
H -1.886 1.975 2.684 0.000
H -1.081 4.223 3.322 0.000
H -0.629 5.909 1.553 0.000
H -0.985 5.330 -0.807 0.000
H -2.718 4.924 -2.290 -0.001
H -3.118 4.446 -4.669 0.000
H -2.556 2.210 -5.586 0.000
H -1.579 0.502 -4.128 0.000
I -3.455 -2.835 -3.881 0.002
C -2.957 -3.229 -1.914 0.011
C -3.405 -4.417 -1.290 -0.002
C -3.090 -4.705 0.007 0.010
I -3.805 -6.470 0.844 0.001
C -2.279 -3.807 0.766 0.000
C -1.893 -3.998 2.112 0.003
C -1.108 -3.066 2.728 -0.001
C -0.683 -1.940 1.995 0.005
N -1.020 -1.723 0.748 0.004
C -1.825 -2.636 0.136 0.001
C -2.187 -2.324 -1.218 -0.003
O -1.735 -1.210 -1.718 0.011
H -4.012 -5.102 -1.867 0.000
H -2.227 -4.880 2.642 0.000
H -0.799 -3.177 3.758 0.000
H -0.041 -1.205 2.468 0.000
O 2.656 1.853 -0.976 0.002
C 1.925 1.498 -0.069 0.003
O 0.658 1.265 -0.145 0.015
C 2.489 1.244 1.314 -0.001
C 3.866 1.184 1.486 0.000
C 4.363 0.922 2.749 0.000
C 3.558 0.723 3.856 0.000
C 2.197 0.794 3.631 0.000
C 1.641 1.049 2.394 0.000
N 1.283 0.559 4.780 0.000
O 1.782 0.375 5.866 0.000
O 0.090 0.520 4.542 0.000
N 5.833 0.841 2.935 0.000
O 6.523 0.920 1.943 0.000
O 6.243 0.712 4.068 0.000
H 4.527 1.345 0.647 0.000
H 3.972 0.521 4.831 0.000
H 0.572 1.108 2.262 0.000
N 0.910 -0.204 -2.606 0.005
C 1.518 -1.463 -2.283 0.004
C 0.872 -2.650 -2.615 0.002
C 1.419 -3.857 -2.212 0.000
C 2.596 -3.889 -1.475 0.001
C 3.237 -2.701 -1.157 0.000
C 2.705 -1.485 -1.563 0.002
H 1.574 0.565 -2.528 0.001
H 0.501 -0.182 -3.534 0.002
H -0.057 -2.619 -3.171 0.000
H 0.913 -4.779 -2.469 0.000
H 3.014 -4.835 -1.159 0.000
H 4.161 -2.716 -0.595 0.000
H 3.208 -0.555 -1.326 0.000
```

Summary:
**HOMO energy (alpha / beta)**: -0.2896 / -0.2992 hartree
**Energy above the lowest of the compared OMol25 structures with the same formula, charge and spin**: 0.00 kcal/mol
**Lowest unoccupied orbital energy (alpha / beta)**: -1.1 / -1.1 eV
**Multiplicity**: 3
**Total energy**: -3649.87971 a.u.



Record 3
C4H20N2O5 | ωB97M-V with the def2-TZVPD basis set

```
31
Properties=species:S:1:pos:R:3:nbo_charge:R:1
C -0.874 0.280 -1.945 -0.206
N 0.250 -0.606 -2.400 -0.873
C -0.844 0.476 -0.309 -0.048
C -2.038 1.299 -0.027 -0.653
N -0.957 -0.861 0.311 -0.674
C 0.257 -1.634 0.141 0.055
O 0.968 -1.316 1.322 -0.781
H -1.886 0.028 -2.337 0.189
H -0.618 1.156 -2.322 0.178
H 0.935 -0.053 -2.871 0.366
H -0.073 -1.409 -2.931 0.368
H 0.087 1.090 -0.025 0.139
H -2.292 1.757 0.995 0.216
H -2.168 2.274 -0.496 0.229
H -2.810 0.798 -0.507 0.215
H -1.298 -0.684 1.283 0.398
H 1.074 -1.585 -0.678 0.230
H -0.147 -2.673 0.314 0.156
H 0.935 -0.256 1.506 0.472
H -0.411 -4.350 0.461 0.470
H -1.137 -3.659 -0.702 0.462
O -1.279 -4.295 -0.066 -0.917
H -0.412 2.371 2.862 0.482
H 0.842 1.474 3.028 0.474
O -0.112 1.390 2.854 -0.948
H 3.123 0.152 0.181 0.472
H 3.637 -0.760 1.354 0.489
O 3.622 0.182 1.022 -0.958
H 1.013 2.510 0.462 0.466
H 1.728 3.670 -0.215 0.468
O 0.884 3.238 -0.264 -0.933
```

Summary:
**SMILES**: C[C@H](CN)NCO.O.O.O.O
**HOMO energy**: -0.3139 hartree
**Energy above the lowest of the compared OMol25 structures with the same formula, charge and spin**: 89.58 kcal/mol
**Lowest unoccupied orbital energy**: 0.1 eV
**Total energy**: -649.96444 a.u.



Record 4
C3H4I2 | ωB97M-V with the def2-TZVPD basis set

```
9
Properties=species:S:1:pos:R:3:nbo_charge:R:1
C 0.264 -0.391 -1.126 -0.395
C -0.793 0.388 -1.245 -0.372
C -0.177 0.166 2.271 -0.472
I 1.279 1.619 2.421 0.233
I 0.483 -1.779 2.446 0.232
H 1.266 0.004 -1.174 0.192
H 0.180 -1.457 -0.992 0.193
H -1.800 -0.001 -1.213 0.195
H -0.702 1.452 -1.388 0.193
```

Summary:
**HOMO energy**: -0.3184 hartree
**Energy above the lowest of the compared OMol25 structures with the same formula, charge and spin**: 75.02 kcal/mol
**Lowest unoccupied orbital energy**: -1.4 eV
**Total energy**: -711.93424 a.u.



Record 5
C14H16 | ωB97M-V with the def2-TZVPD basis set

```
30
Properties=species:S:1:pos:R:3:nbo_charge:R:1
C 1.140 0.540 3.711 -0.635
C -2.329 1.215 2.220 -0.194
C -1.209 0.549 2.755 -0.220
C -2.346 2.575 2.003 -0.234
C 0.019 1.127 3.006 -0.040
C -1.035 3.174 2.343 -0.186
C 0.111 2.522 2.804 -0.218
H -3.254 0.586 1.921 0.213
H -1.281 -0.607 2.990 0.209
H -3.034 3.112 1.413 0.220
H -1.102 4.254 2.088 0.204
H 1.638 1.090 4.546 0.233
H 2.027 0.616 3.028 0.225
H 1.007 3.000 2.949 0.206
H 0.967 -0.610 4.122 0.218
C 1.913 -3.123 -1.869 -0.634
C -0.086 -2.475 -3.516 -0.236
C 0.982 -2.067 -2.589 0.028
C -0.982 -1.418 -3.915 -0.177
C -0.643 -0.052 -3.540 -0.234
C 1.279 -0.767 -2.245 -0.257
C 0.501 0.204 -2.858 -0.180
H -0.215 -3.454 -3.892 0.216
H -1.802 -1.528 -4.547 0.204
H 2.923 -3.001 -2.147 0.218
H 1.569 -4.137 -2.026 0.209
H -1.127 0.669 -3.984 0.197
H 1.968 -0.352 -1.471 0.225
H 0.764 1.257 -2.492 0.202
H 1.639 -2.898 -0.807 0.219
```

Summary:
**SMILES**: Cc1ccccc1.Cc1ccccc1
**HOMO energy**: -0.3267 hartree
**Energy above the lowest of the compared OMol25 structures with the same formula, charge and spin**: 68.87 kcal/mol
**Lowest unoccupied orbital energy**: 0.8 eV
**Total energy**: -542.96311 a.u.